ORCA calculation (ωB97M-V/def2-TZVPD) on 3 unconnected molecules or ions with the total composition C39H68BN8O5 in a non-equilibrium geometry.

## Properties
- Lowest unoccupied orbital energy (alpha / beta): -2.74 / -2.74 eV
- Expectation value of S²: 2.0083
- E: -64371.947 eV
- HOMO energy (alpha / beta): -9.92 / -10.75 eV

Structure (ORCA input):
```
! wB97M-V def2-TZVPD RIJCOSX def2/J DEFGRID3
* xyz 1 3
C 5.12 -0.34 2.01
C 3.77 -0.01 1.42
O 2.71 -0.61 2.16
C 1.77 -1.25 1.34
C 1.02 -0.23 0.44
O -0.28 -0.77 0.23
C -1.15 0.07 -0.56
B -0.84 -0.42 -2.06
C -0.37 0.63 -3.15
O -0.91 -1.72 -2.45
N -1.02 1.49 -0.26
C -1.48 1.63 1.05
N -1.20 2.62 1.85
C -0.35 3.72 1.38
N -0.56 4.92 2.16
N -2.24 0.56 1.35
C -2.13 -0.09 2.61
C -0.91 -0.20 3.27
C -0.90 -0.82 4.48
N -1.93 -1.36 5.11
C -3.09 -1.24 4.49
C -3.20 -0.61 3.28
C -2.56 -0.17 0.05
C -2.95 -1.63 0.14
C -4.47 -1.92 0.24
C -3.66 0.75 -0.56
C -4.64 1.23 0.26
C -5.61 2.08 -0.25
C -5.51 2.35 -1.60
C -4.49 1.78 -2.32
N -3.52 0.99 -1.86
H 5.19 0.02 3.04
H 5.88 0.13 1.39
H 5.29 -1.42 2.01
H 3.78 -0.33 0.37
H 3.61 1.08 1.45
H 1.02 -1.78 1.92
H 2.29 -1.93 0.66
H 1.61 -0.09 -0.47
H 1.01 0.71 1.01
H -0.54 0.24 -4.15
H 0.72 0.74 -3.04
H -0.87 1.59 -3.03
H -0.70 -2.30 -1.70
H -1.45 2.12 -0.93
H -1.58 2.61 2.79
H -0.63 3.92 0.35
H 0.71 3.43 1.37
H -0.99 4.75 3.06
H 0.29 5.44 2.28
H 0.01 0.20 2.86
H 0.06 -0.87 4.99
H -3.97 -1.67 4.96
H -4.18 -0.53 2.84
H -2.49 -2.16 0.98
H -2.64 -2.19 -0.74
H -4.96 -1.35 1.02
H -4.91 -1.57 -0.70
H -4.67 -2.98 0.27
H -4.71 0.97 1.31
H -6.40 2.51 0.35
H -6.21 3.00 -2.09
H -4.46 2.00 -3.39
C -0.18 3.66 -6.72
C -1.68 3.38 -6.53
C -2.47 3.83 -7.76
C -2.62 5.35 -7.85
C -3.25 5.89 -6.57
C -2.48 5.48 -5.31
N -2.18 4.02 -5.27
O -3.25 3.39 -4.88
C -1.18 6.31 -5.23
C -3.28 5.92 -4.09
C -1.76 1.85 -6.45
H 0.16 3.25 -7.67
H 0.08 4.72 -6.75
H 0.41 3.20 -5.93
H -3.47 3.38 -7.75
H -1.98 3.46 -8.66
H -1.66 5.82 -8.05
H -3.26 5.60 -8.70
H -3.31 6.98 -6.63
H -4.28 5.52 -6.50
H -0.49 5.89 -4.50
H -1.39 7.33 -4.92
H -0.66 6.41 -6.18
H -4.28 5.49 -4.08
H -3.40 7.00 -4.08
H -2.78 5.63 -3.16
H -1.26 1.48 -5.56
H -1.26 1.42 -7.32
H -2.78 1.49 -6.46
C 3.99 -7.02 6.07
C 4.68 -6.78 4.71
C 6.09 -6.23 4.93
C 6.11 -4.77 5.36
C 5.34 -3.91 4.36
C 3.91 -4.41 4.13
N 3.85 -5.88 3.86
O 4.16 -6.08 2.61
C 3.05 -4.04 5.36
C 3.29 -3.61 2.99
C 4.79 -8.18 4.10
H 4.63 -7.63 6.71
H 3.78 -6.11 6.63
H 3.05 -7.55 5.93
H 6.67 -6.33 4.00
H 6.61 -6.84 5.67
H 5.70 -4.66 6.36
H 7.15 -4.42 5.41
H 5.32 -2.88 4.70
H 5.88 -3.91 3.40
H 2.10 -4.59 5.35
H 2.81 -2.98 5.36
H 3.55 -4.22 6.31
H 3.87 -3.68 2.07
H 3.25 -2.56 3.25
H 2.27 -3.95 2.78
H 3.81 -8.59 3.87
H 5.28 -8.85 4.82
H 5.39 -8.19 3.19
*
```